(1)
Entry from the OMol25 dataset: a molecular structure, C6H9I at a distorted geometry (wB97M-V/def2-TZVPD).

Computed properties:
- E_HOMO: -0.333 Eh
- Electronic energy: -14466.25865 eV

XYZ file:
```
16
Properties=species:S:1:pos:R:3:forces:R:3:lowdin_charge:R:1
C 0.519 1.243 1.074 0.748 0.552 1.260 -0.1193
C -0.085 0.445 -0.762 -0.499 0.757 -2.121 -0.3389
H 0.852 1.823 1.920 0.286 -0.524 0.372 0.1147
H -1.114 -1.032 -2.203 -0.180 1.201 2.239 0.1175
H 1.273 -2.039 0.609 -0.084 -0.808 0.599 0.0042
H -0.961 2.494 0.181 -0.387 0.162 -0.456 0.1090
C 0.826 -0.039 0.437 1.500 -0.035 -1.361 -0.7253
H 0.642 -1.219 2.181 0.164 -0.702 -0.614 0.0962
C -0.353 1.610 0.172 -0.540 0.341 -0.982 -0.0412
I 3.027 -0.246 -0.251 -0.549 0.588 0.126 0.6571
C 0.594 -1.354 1.084 -2.938 0.114 -0.391 -0.1501
H -1.814 -0.865 -0.468 -0.114 0.008 -0.372 0.0534
H -2.094 0.338 -1.739 0.059 0.581 0.328 0.0610
H -0.503 -1.606 0.731 1.997 -0.025 1.250 0.1062
H 0.537 0.752 -1.681 -0.744 -0.366 1.522 0.1298
C -1.346 -0.304 -1.286 1.281 -1.844 -1.400 -0.0743
```
Forces are in eV/Å.

***

(2)
Entry from the OMol25 dataset: 2 unconnected molecules or ions with the total composition C6H9IN2 at a distorted geometry (wB97M-V/def2-TZVPD).

Computed properties:
- E_HOMO: -0.316 Eh
- Structure (SMILES): C=C=NN.CCC#CI
- Electronic energy: -17443.02940 eV

XYZ file:
```
18
Properties=species:S:1:pos:R:3:forces:R:3:lowdin_charge:R:1
H -2.505 0.872 1.107 0.944 0.147 0.817 0.0863
H 3.373 -1.504 1.408 1.588 0.142 0.508 -0.0033
H -0.401 -1.848 -1.820 1.001 -0.638 1.605 0.1042
C 1.628 -1.930 0.628 -2.205 0.151 -1.290 -0.2513
N 0.645 -1.628 -0.018 -1.174 -0.008 -1.517 -0.0247
I 3.793 1.246 -0.387 -1.935 -0.196 0.264 0.7848
H 2.051 -2.517 2.544 1.421 1.226 -1.641 0.1059
C -1.405 0.670 1.111 -0.700 1.189 -0.768 -0.0994
H -1.177 2.541 -0.092 0.239 -1.922 0.366 0.1437
N -0.040 -2.367 -0.981 -0.009 -0.100 -0.219 0.0073
H 0.327 -3.308 -1.127 -0.042 0.572 -0.403 0.0791
H -1.429 1.095 -1.052 0.812 -0.043 0.580 0.1167
C 2.466 -1.994 1.587 -0.626 -1.724 2.960 -0.0151
H -1.299 -0.395 1.161 0.469 -0.526 -0.504 0.0445
C 0.533 1.422 -0.272 1.221 -1.075 0.194 -0.2323
C -0.875 1.406 -0.124 -2.672 1.913 -1.541 -0.3091
H -0.768 1.119 1.856 -0.684 -0.009 1.194 0.0724
C 1.704 1.158 -0.176 2.352 0.902 -0.607 -0.6095
```
Forces are in eV/Å.

***

(3)
Entry from the OMol25 dataset: C6H9N in the gas phase (wB97M-V/def2-TZVPD).

Computed properties:
- E_HOMO: -0.345 Eh
- Structure (SMILES): CC1=N[C@H](C)C=C1
- Electronic energy: -7857.39954 eV

XYZ file:
```
16
Properties=species:S:1:pos:R:3:forces:R:3:lowdin_charge:R:1
C 0.687 1.252 0.013 -0.146 -0.033 -0.045 -0.0325
H 1.406 2.064 0.046 -0.133 -0.099 -0.055 0.1088
H 2.422 -0.910 1.055 -0.131 0.040 -0.092 0.0771
H 3.149 -0.171 -0.384 -0.145 -0.101 0.080 0.0755
H -3.142 0.056 0.918 0.114 -0.059 -0.066 0.0741
C -0.627 1.302 0.273 0.148 0.004 -0.023 -0.0280
H -3.059 -0.196 -0.830 0.106 0.005 0.177 0.0830
H -1.222 2.169 0.541 0.102 -0.157 0.008 0.1029
N -0.217 -0.919 -0.204 -0.200 0.236 0.036 0.1136
H 0.986 -0.112 -1.532 0.250 0.188 -0.090 0.1562
C -1.139 -0.070 0.093 -0.038 -0.176 -0.067 -0.3669
C 0.997 -0.147 -0.431 0.130 -0.018 -0.103 -0.4188
C -2.587 -0.457 0.127 -0.043 -0.060 0.078 -0.0399
H 2.400 -1.773 -0.497 -0.016 0.114 0.115 0.0748
C 2.316 -0.789 -0.026 0.005 -0.026 0.041 -0.0560
H -2.672 -1.538 0.255 -0.005 0.142 0.007 0.0760
```
Forces are in eV/Å.

***

(4)
Entry from the OMol25 dataset: 2 unconnected molecules or ions with the total composition C6H9N (wB97M-V/def2-TZVPD).

Computed properties:
- E_HOMO: -0.308 Eh
- Electronic energy: -7854.12636 eV

XYZ file:
```
16
Properties=species:S:1:pos:R:3:forces:R:3:lowdin_charge:R:1
N 0.678 0.671 0.698 -0.202 -0.016 0.109 0.0249
H 1.806 -1.924 -1.029 -0.074 0.143 0.055 0.1062
H 0.254 0.934 1.581 0.070 -0.043 -0.085 0.1262
C 1.308 -1.030 -0.676 -0.055 -0.031 -0.058 -0.0615
C 1.146 -0.654 0.702 -0.169 -0.179 0.016 -0.3651
H 0.318 -2.535 1.383 0.015 0.160 -0.004 0.0680
H -0.811 -0.722 0.500 0.063 0.065 -0.067 0.2103
C -1.154 1.724 -0.710 -0.049 -0.001 0.005 -0.0515
C 0.276 -1.451 1.467 0.169 -0.084 0.136 -0.0217
H -0.570 2.562 -1.109 -0.054 -0.143 0.059 0.0834
H -1.881 1.422 -1.470 0.095 0.037 0.098 0.0796
H -1.709 2.079 0.165 0.081 -0.050 -0.115 0.0738
C 0.385 -0.275 -1.338 -0.057 -0.074 0.082 -0.0606
H 0.066 -0.372 -2.370 0.051 0.014 0.170 0.1123
H -0.077 -1.092 2.435 0.047 -0.020 -0.173 0.0631
C -0.277 0.556 -0.359 0.071 0.222 -0.229 -0.3875
```
Forces are in eV/Å.

***

(5)
Entry from the OMol25 dataset: C6H9N in the gas phase (wB97M-V/def2-TZVPD).

Computed properties:
- E_HOMO: -0.287 Eh
- Structure (SMILES): Cc1cc[nH]c1C
- Electronic energy: -7857.84730 eV

XYZ file:
```
16
Properties=species:S:1:pos:R:3:forces:R:3:lowdin_charge:R:1
C 0.230 -0.614 -0.178 -0.052 0.029 0.033 -0.2754
H 2.066 -1.588 -0.809 -0.061 0.053 0.201 0.0735
C -0.210 0.567 0.400 -0.025 -0.586 -0.303 -0.2646
H 1.615 1.429 1.164 -0.168 -0.056 0.247 0.0719
H -2.548 -0.115 -1.849 -0.001 -0.242 0.166 0.1028
H -0.599 -1.738 -1.772 -0.097 0.091 0.219 0.1486
H 0.361 2.534 0.635 0.203 0.012 0.306 0.0768
H 0.179 1.761 2.210 0.157 -0.208 -0.139 0.0751
C -1.756 -0.085 -1.116 -0.018 0.057 -0.021 -0.1327
H -2.111 1.694 0.141 0.097 -0.153 -0.306 0.1038
N -0.716 -0.981 -1.116 -0.068 0.086 0.076 0.0378
C -1.494 0.851 -0.157 0.134 0.113 -0.092 -0.0751
H 1.056 -2.567 0.266 0.063 0.415 -0.001 0.0780
H 1.990 -1.210 0.932 -0.147 -0.036 -0.245 0.0739
C 0.535 1.600 1.184 0.077 0.191 -0.067 -0.0599
C 1.402 -1.537 0.066 -0.094 0.233 -0.074 -0.0345
```
Forces are in eV/Å.

***

(6)
Entry from the OMol25 dataset: C6H9N in the gas phase (wB97M-V/def2-TZVPD).

Computed properties:
- E_HOMO: -0.315 Eh
- Structure (SMILES): CC#C/C=C/CN
- Electronic energy: -7855.70496 eV

XYZ file:
```
16
Properties=species:S:1:pos:R:3:forces:R:3:lowdin_charge:R:1
H 2.843 -0.020 3.385 0.003 0.043 -0.145 0.0752
C 2.968 0.565 2.469 0.083 0.027 0.067 -0.1095
C 0.203 0.018 -0.473 -0.176 0.141 -0.027 -0.1407
C 1.988 0.211 1.447 -0.312 0.055 -0.372 -0.0802
H 2.844 1.624 2.719 0.083 -0.146 0.041 0.0799
H -1.476 0.473 0.710 0.081 0.014 -0.147 0.1135
C 1.171 0.067 0.572 0.375 0.154 0.396 -0.0501
C -2.081 0.100 -1.413 0.025 0.170 -0.077 -0.2991
H -3.138 -1.465 -0.649 -0.015 -0.026 -0.113 0.0635
N -2.565 -1.284 -1.469 -0.014 -0.128 0.147 -0.0104
H -2.941 0.770 -1.313 0.145 -0.097 0.012 0.1067
H 0.565 -0.203 -1.479 -0.029 0.019 0.145 0.1117
C -1.097 0.274 -0.292 0.172 -0.089 -0.020 -0.1071
H -1.746 -1.879 -1.353 -0.225 -0.066 -0.125 0.0642
H -1.597 0.339 -2.368 -0.076 -0.065 0.137 0.1056
H 3.986 0.419 2.097 -0.120 -0.006 0.082 0.0768
```
Forces are in eV/Å.

***

Listing gap between HOMO and LUMO for the structures above in their given order: 9.36 8.81 10.33 9.35 8.85 9.57 eV.
Listing energy relative to the best compared isomer or geometry (same formula, charge and spin) for the structures above in their given order: 74.8 430.3 73.3 389.1 30.1 236.8 kJ/mol.